Computed, not measured: a 2-piece molecular cluster, H4N3O3P overall at a distorted geometry, with ωB97M-V with the def2-TZVPD basis set.

Energy above the lowest of the compared OMol25 structures with the same formula, charge and spin in eV: 0.454
Total charge: -2
Orbital gap in eV: 7.2
HOMO level in eV: 0.0

Positions of all 11 atoms, in Å:
N  -0.04  -1.07  -0.94
N  -1.34  0.63  -1.68
N  -0.33  0.17  -1.09
O  1.49  1.55  0.35
O  2.48  -0.43  1.81
O  2.62  1.90  2.57
P  1.83  0.94  1.82
H  0.87  -1.10  -0.49
H  0.34  0.76  2.25
H  -1.78  -0.22  -2.18
H  0.71  1.16  0.01